# 1
ORCA calculation (ωB97M-V with the def2-TZVPD basis set) on 8 unconnected molecules or ions with the total composition C16H50BN9O10.

Structure (XYZ):
```
86
Properties=species:S:1:pos:R:3:mulliken_charge:R:1
O -2.949 -2.726 -2.222 -0.114
O -0.478 2.039 -2.682 -0.490
O -0.036 -1.524 -4.319 -0.826
O -3.610 0.585 -0.341 -0.156
O 4.921 -1.083 0.698 -0.918
O 4.313 2.643 -1.322 -0.337
O 0.843 1.623 5.636 -0.572
O 0.958 -5.542 1.694 -0.774
O 2.889 -0.989 1.371 -1.113
O 3.226 -1.287 -0.830 -0.937
N 1.662 -2.537 -3.218 -0.275
N 0.574 2.988 3.915 -0.241
N 1.540 -3.387 2.298 -0.281
N -1.577 -1.623 -0.276 -0.227
N 1.454 2.107 -0.245 0.642
N 0.381 -0.058 1.033 2.638
N 2.118 -4.137 0.326 -0.245
N 0.978 -0.556 -2.496 0.237
N -0.100 3.682 5.994 -0.455
C 3.780 2.573 -2.633 -0.513
C 0.479 3.131 -0.635 -1.044
C 3.652 3.463 -0.395 -0.748
C 1.499 -4.453 1.469 0.558
C 0.801 -1.527 -3.379 0.535
C -4.315 1.764 0.015 -1.022
C -2.218 -3.719 -1.508 -1.254
C -2.783 -1.595 0.559 -0.924
C 0.449 2.712 5.222 0.547
C -1.669 1.510 -3.178 -0.788
C -3.564 -3.217 -3.375 -0.953
C 2.641 2.715 0.447 -0.666
C -1.223 -2.996 -0.572 -0.464
C 3.681 -1.128 0.358 0.576
C -0.750 2.520 -1.365 0.606
C -3.183 -0.118 0.846 -0.312
B -0.740 -0.156 3.729 -0.005
H -2.346 0.448 1.254 0.043
H -3.652 -1.963 0.005 0.276
H -2.299 0.908 -2.518 0.135
H 2.158 -4.898 -0.332 0.189
H -0.791 -1.039 3.010 -0.510
H -2.606 -2.056 1.529 0.515
H -1.049 -3.548 0.354 0.557
H 2.170 -2.602 2.184 0.279
H 1.676 -3.296 -3.872 0.212
H 0.340 0.199 3.677 -0.175
H 0.025 3.810 3.718 0.146
H -1.345 0.741 3.355 -0.248
H -4.523 2.389 -0.853 0.252
H 0.523 0.336 -2.630 -0.026
H -4.097 -2.511 -4.010 0.265
H -2.880 -4.397 -0.957 0.416
H -1.582 3.227 -1.421 0.524
H 3.938 3.449 -3.269 0.281
H 3.282 4.360 -0.909 0.345
H -2.381 2.218 -3.622 0.358
H -1.887 -1.147 -1.115 -0.239
H -0.261 -3.177 -1.058 -0.068
H 0.907 -3.382 3.082 0.141
H -0.087 4.645 5.709 0.172
H 3.125 1.829 0.864 0.274
H -3.687 2.354 0.690 0.388
H 2.340 -3.172 0.110 0.151
H -0.239 -0.780 0.636 -0.115
H 0.113 3.821 0.129 0.476
H -1.663 -4.416 -2.143 0.550
H -4.084 -0.149 1.464 0.556
H -0.169 3.425 6.963 0.238
H 2.264 -2.475 -2.400 0.172
H -2.793 -3.726 -3.963 0.308
H 0.535 0.838 0.553 -0.277
H 2.298 3.497 1.129 0.366
H -0.021 0.089 1.980 0.029
H 1.733 -0.587 -1.820 0.190
H -4.305 -3.997 -3.155 0.330
H 0.741 2.232 3.269 0.262
H -5.264 1.544 0.512 0.340
H 4.402 3.887 0.280 0.402
H -1.043 -0.448 4.786 -0.253
H 1.009 3.870 -1.252 0.444
H 4.346 1.776 -3.115 0.302
H -1.333 0.862 -3.992 0.369
H 2.725 2.299 -2.604 0.158
H -1.075 1.650 -0.788 -0.698
H 1.328 -0.505 1.090 0.624
H 1.843 1.868 -1.150 -1.108
```

The value obtained for the energy above the lowest of the compared OMol25 structures with the same formula, charge and spin is 90.3 kJ/mol. For the HOMO energy, the calculation gives -0.0176 Eh. Its charge is -2. Its total energy is -51964.567 eV.

=====

# 2
ORCA calculation (ωB97M-V with the def2-TZVPD basis set) on a molecular structure, C16H51BrINbO20P5.

Structure (XYZ):
```
95
Properties=species:S:1:pos:R:3:mulliken_charge:R:1
I 3.594 2.581 -4.675 -0.246
Nb 1.505 0.866 -5.416 -0.471
Br 1.339 1.893 -7.799 -0.419
P 1.461 -10.572 4.034 0.969
P -3.585 4.093 -1.240 1.066
P 6.464 0.237 0.146 1.042
P 2.710 -3.772 2.171 1.091
P -6.857 9.179 -2.303 0.984
O -6.060 8.704 -0.982 -0.185
O 1.241 -4.386 2.403 -0.394
O -5.748 9.210 -3.284 -0.687
O 5.432 1.148 -0.655 -0.315
O 1.909 -10.923 5.532 -0.255
O 7.823 0.996 -0.216 -0.282
O 2.169 -2.314 1.928 -0.307
O -5.159 3.616 -1.377 -0.324
O -3.384 3.293 0.155 -0.352
O 3.580 -3.884 3.347 -0.731
O 3.228 -4.794 1.062 -0.233
O -7.781 7.882 -2.360 -0.222
O -2.353 5.069 -0.857 -0.287
O -7.814 10.285 -3.004 -0.297
O 2.111 -10.938 2.634 -0.232
O -3.039 3.384 -2.418 -0.588
O 0.389 -11.775 3.882 -0.354
O 6.553 -1.137 -0.354 -0.746
O 5.623 0.325 1.493 -0.146
O 0.857 -9.241 4.039 -0.598
C 6.277 -0.160 2.686 -0.865
C 3.115 -1.354 1.390 -0.621
C -0.759 -11.755 4.722 -0.675
C 2.693 -4.695 -0.272 -0.663
C -2.163 6.252 -1.660 -0.537
C -6.166 4.214 -0.549 -0.608
C 1.149 -5.685 2.982 -0.775
C -0.158 2.217 -4.713 -1.126
C 2.737 -12.071 5.772 -0.675
C -3.740 1.915 0.198 -0.693
C 5.500 1.171 -2.093 -0.525
C 3.361 -10.300 2.286 -0.631
C -8.257 7.460 -3.643 -0.729
C -8.946 10.826 -2.295 -0.683
C 8.080 2.281 0.368 -0.670
C -5.244 9.679 -0.310 -0.795
H 5.594 -0.001 3.515 0.277
H 6.491 -1.225 2.590 0.400
H 5.900 0.237 -2.487 0.371
H -1.924 5.967 -2.684 0.334
H 4.133 -10.513 3.025 0.284
H 7.201 0.388 2.879 0.288
H -5.839 10.518 0.052 0.326
H 3.219 -9.223 2.198 0.298
H -8.343 6.377 -3.613 0.242
H 1.602 -4.655 -0.251 0.340
H 3.922 -1.202 2.098 0.319
H 6.125 2.004 -2.419 0.310
H -3.046 6.892 -1.649 0.151
H -8.619 11.504 -1.507 0.277
H 2.771 -0.370 -5.975 0.054
H 0.234 -5.735 3.567 0.277
H 1.093 -6.444 2.198 0.251
H -5.865 4.212 0.503 0.350
H 3.754 -11.892 5.423 0.270
H -7.566 7.753 -4.433 0.381
H 3.010 -5.581 -0.814 0.236
H -7.071 3.621 -0.660 0.235
H -3.638 1.450 -0.782 0.347
H 2.585 -0.421 1.231 0.339
H 2.330 -12.955 5.275 0.336
H 3.668 -10.707 1.328 0.223
H -9.558 10.031 -1.862 0.325
H -0.119 2.506 -3.662 0.309
H -6.374 5.239 -0.864 0.161
H -1.031 -10.738 5.003 0.323
H 0.333 -0.402 -5.836 0.088
H -1.328 6.796 -1.228 0.239
H -3.068 1.432 0.905 0.255
H 1.638 0.089 -3.813 0.086
H -9.542 11.382 -3.014 0.230
H -1.578 -12.211 4.170 0.237
H 2.002 -5.895 3.628 0.362
H 3.080 -3.810 -0.776 0.270
H 7.221 2.943 0.246 0.322
H 4.498 1.332 -2.486 -0.041
H 3.521 -1.695 0.438 0.235
H -0.156 3.075 -5.387 0.444
H -4.765 1.796 0.556 0.241
H -0.578 -12.346 5.624 0.245
H 8.936 2.706 -0.150 0.240
H -4.468 10.040 -0.985 0.347
H -1.116 1.701 -4.846 0.373
H -9.243 7.884 -3.837 0.250
H 2.755 -12.238 6.845 0.236
H 8.319 2.183 1.428 0.258
H -4.788 9.181 0.541 0.238
```

For the HOMO energy, the calculation gives -0.1688 Eh. Its charge is -1. Its total energy is -184511.488 eV.

=====

# 3
ORCA calculation (ωB97M-V with the def2-TZVPD basis set) on a molecular structure, C16H52ClN4O12.

Structure (XYZ):
```
85
Properties=species:S:1:pos:R:3:mulliken_charge:R:1
Cl -0.383 -0.349 0.078 1.784
O -1.644 0.125 -0.292 -1.449
O 3.263 0.612 0.547 -0.268
O 0.430 -0.063 -1.095 0.255
O -3.255 -0.835 4.032 -0.323
O 2.264 -1.379 1.170 -0.972
O -0.964 -2.924 1.845 -0.987
O -0.098 -2.828 -2.504 -0.358
O 0.836 3.648 0.549 -0.476
O -0.520 -1.784 0.270 -1.034
O -3.452 -1.464 -0.185 -0.733
O -2.729 1.747 -1.554 -0.929
O 0.100 0.148 1.327 -0.482
N -3.245 -0.942 -2.997 -0.714
N -0.598 -1.161 2.744 -0.987
N -0.767 1.523 -2.094 0.409
N 4.744 -0.380 -2.604 -0.955
C -2.322 0.211 3.846 -0.838
C -0.879 -0.378 3.920 0.179
C 3.973 -2.083 -1.089 -1.281
C 3.871 -0.660 -1.430 2.774
C 1.164 3.371 1.933 -0.564
C -1.391 -2.317 -2.124 -0.779
C -1.971 -1.523 -3.382 0.346
C 2.234 1.414 -0.009 0.483
C -4.557 -0.364 4.422 -0.802
C -0.106 3.929 -2.253 -1.859
C 0.088 0.752 3.940 -1.394
C 0.047 2.570 -1.508 0.662
C -0.213 2.827 0.015 0.069
C -0.987 -0.418 -3.570 -2.450
C 0.360 -3.995 -1.877 -0.731
C 4.305 0.342 -0.372 -1.409
H -2.729 1.240 -0.743 0.415
H -0.331 -4.826 -2.014 0.341
H -3.249 -0.473 -2.102 0.244
H -1.417 -1.782 -1.175 0.268
H 0.323 3.613 2.583 0.337
H 0.596 4.701 -1.938 0.396
H -0.259 1.858 0.514 -0.113
H -0.349 0.627 -1.887 -0.722
H 2.040 3.966 2.191 0.340
H -0.095 1.383 3.070 -0.092
H -2.084 -2.320 -4.116 0.437
H 0.041 -0.742 -3.738 0.452
H 3.204 -2.692 -1.564 0.033
H -0.308 -0.640 1.928 0.089
H 3.851 -2.292 -0.026 0.345
H 0.173 3.836 -3.303 0.425
H -1.223 3.235 0.038 0.774
H -0.760 -2.323 1.128 0.809
H 0.256 -1.619 3.029 0.361
H 5.710 -0.553 -2.367 0.270
H 4.761 0.621 -2.739 0.284
H -2.033 -3.176 -1.932 0.684
H -2.737 -0.846 -0.336 0.175
H -0.679 -1.060 4.747 0.568
H 1.042 0.224 3.932 0.415
H -3.259 -1.851 0.669 0.399
H -1.173 0.060 -4.531 0.660
H 1.445 2.332 2.107 0.213
H 2.815 -0.561 -1.681 -1.123
H -4.935 0.262 3.614 0.296
H 2.560 2.442 -0.166 0.839
H 2.843 -0.798 0.675 0.025
H 0.392 -3.630 -0.851 0.206
H 1.435 1.474 0.730 -1.420
H -4.417 0.256 5.307 0.317
H -2.478 0.747 2.910 0.157
H -1.167 4.181 -2.276 0.422
H -5.214 -1.227 4.527 0.251
H 1.389 -4.123 -2.214 0.174
H -2.554 1.051 4.500 0.603
H -0.945 0.409 -2.862 0.338
H -0.561 1.591 -3.081 0.637
H 0.079 1.198 4.934 0.492
H 4.783 1.220 -0.805 0.520
H -1.811 1.983 -1.690 0.332
H 1.821 1.097 -0.967 0.262
H 1.124 2.411 -1.557 0.202
H 5.117 -0.100 0.204 0.334
H 1.389 -1.013 1.041 0.817
H 4.903 -2.619 -1.280 0.432
H -3.755 -1.771 -2.727 0.420
H -1.167 -2.353 2.586 0.470
```

The value obtained for the energy above the lowest of the compared OMol25 structures with the same formula, charge and spin is 2092.3 kJ/mol. For the HOMO energy, the calculation gives -0.1571 Eh. Its charge is -1. Its total energy is -60460.766 eV.

=====

> What is the HOMO in the first record?

-0.0176 Eh